Record 1
Here is a molecular structure, C21H18FeN9SSe at a distorted geometry from OMol25. Energies are from ωB97M-V/def2-TZVPD.

Results
* orbital gap (alpha / beta): 6.338 / 7.558 eV
* energy above the lowest of the compared OMol25 structures with the same formula, charge and spin: 12.8 kcal/mol

Structure (ORCA input):
```
! wB97M-V def2-TZVPD RIJCOSX def2/J DEFGRID3
* xyz 2 2
Fe 0.03 -0.27 0.42
N 0.02 -0.38 -4.02
C -0.25 -0.15 -2.73
S -0.73 -1.44 -1.68
N -0.19 1.10 -2.27
N -0.64 1.03 -0.98
C -1.46 1.90 -0.53
C -2.05 1.55 0.77
C -2.96 2.33 1.45
C -3.55 1.80 2.59
C -3.22 0.52 2.99
C -2.27 -0.19 2.26
N -1.69 0.31 1.18
H -0.10 -1.29 -4.43
H 0.13 0.41 -4.63
H -1.81 2.73 -1.14
H -3.22 3.31 1.08
H -4.27 2.38 3.15
H -3.68 0.05 3.85
H -1.99 -1.19 2.55
N 0.47 -1.98 1.49
C 1.20 -2.89 0.65
C 1.16 -4.25 0.69
C 1.97 -4.99 -0.20
C 2.79 -4.36 -1.09
C 2.81 -2.95 -1.17
C 3.59 -2.20 -2.08
C 3.48 -0.84 -2.09
C 2.57 -0.21 -1.22
N 1.83 -0.86 -0.34
C 1.99 -2.22 -0.30
H -0.13 -2.46 2.15
H 1.15 -1.47 2.06
H 0.54 -4.77 1.42
H 1.95 -6.07 -0.16
H 3.42 -4.93 -1.76
H 4.26 -2.71 -2.77
H 4.06 -0.23 -2.77
H 2.44 0.86 -1.27
Se 2.15 3.39 0.28
N 2.10 4.03 1.95
C 1.57 3.09 2.70
C 1.30 3.19 4.11
C 0.73 2.11 4.69
C 0.44 0.93 3.93
N 0.68 0.77 2.66
C 1.22 1.87 2.03
N 1.42 1.82 0.74
H 1.55 4.09 4.65
H 0.50 2.10 5.75
H 0.02 0.08 4.46
*
```

Mulliken atomic charge list, values in e, 6 entries: number 1, Fe, carries -0.243; number 2, N, carries -0.350; number 3, C, carries 0.619; number 4, S, carries -0.182; number 5, N, carries -1.601; number 6, N, carries 1.213

Record 2
Here is a molecular structure, C48H39N5O2P2Ru at a distorted geometry from OMol25. Energies are from ωB97M-V/def2-TZVPD.

Results
* orbital gap (alpha / beta): 5.870 / 3.838 eV

Structure (ORCA input):
```
! wB97M-V def2-TZVPD RIJCOSX def2/J DEFGRID3
* xyz 4 5
Ru 1.58 -1.39 1.39
C 2.29 -2.81 5.50
C 2.57 -2.35 4.19
N 1.61 -2.31 3.25
C 0.35 -2.72 3.55
C 0.00 -3.12 4.89
C 0.98 -3.04 5.90
C -1.35 -3.49 5.14
C -2.28 -3.53 4.09
C -1.96 -3.24 2.75
C -2.79 -3.42 1.60
C -2.22 -3.24 0.35
C -0.89 -2.89 0.17
N -0.15 -2.56 1.24
C -0.59 -2.85 2.48
H 3.09 -2.89 6.25
H 3.54 -1.94 3.94
H 0.74 -3.37 6.90
H -1.73 -3.63 6.18
H -3.30 -3.81 4.35
H -3.85 -3.68 1.74
H -2.86 -3.34 -0.49
H -0.38 -2.85 -0.80
C 5.01 2.90 2.67
C 5.14 2.57 1.27
C 4.50 1.51 0.81
C 3.59 0.79 1.68
C 3.18 1.31 2.89
C 3.95 2.37 3.43
N 3.32 -0.60 1.44
N 4.30 -1.25 0.83
C 4.02 -2.51 0.56
C 5.08 -3.34 0.19
C 4.82 -4.63 -0.15
C 3.44 -5.04 -0.27
C 2.41 -4.12 -0.02
N 2.72 -2.88 0.49
H 5.70 3.54 3.15
H 5.82 3.26 0.68
H 4.58 1.10 -0.20
H 2.24 0.98 3.31
H 3.80 2.68 4.45
H 6.11 -2.95 0.19
H 5.59 -5.38 -0.42
H 3.20 -6.04 -0.59
H 1.36 -4.45 0.02
O -0.07 -0.37 -0.37
P -0.07 0.71 -1.45
C -1.70 1.06 -2.16
P -3.16 1.23 -1.03
O -3.07 0.78 0.39
C -3.61 2.97 -1.12
C -3.79 3.57 0.09
C -4.11 4.95 0.16
C -4.03 5.69 -1.03
C -3.99 5.06 -2.27
C -3.70 3.68 -2.27
C -4.39 0.33 -1.96
C -5.05 -0.73 -1.27
C -5.86 -1.62 -1.91
C -6.28 -1.29 -3.21
C -5.75 -0.20 -3.90
C -4.72 0.54 -3.29
C 0.88 0.35 -2.94
C 0.92 1.29 -3.98
C 1.55 0.99 -5.18
C 2.00 -0.33 -5.38
C 1.88 -1.33 -4.40
C 1.33 -0.95 -3.15
C 0.59 2.26 -0.78
C -0.09 2.83 0.30
C 0.29 4.04 0.87
C 1.44 4.62 0.36
C 2.09 4.17 -0.78
C 1.71 2.94 -1.33
H -1.91 0.23 -2.84
H -1.75 2.01 -2.74
H -3.74 3.00 1.00
H -4.28 5.48 1.09
H -3.95 6.79 -1.00
H -4.14 5.64 -3.19
H -3.61 3.11 -3.21
H -4.78 -0.81 -0.22
H -6.21 -2.48 -1.37
H -6.94 -1.99 -3.70
H -6.10 0.12 -4.86
H -4.11 1.25 -3.79
H 0.50 2.32 -3.90
H 1.67 1.73 -5.95
H 2.61 -0.62 -6.22
H 2.23 -2.34 -4.50
H 1.37 -1.68 -2.33
H -1.04 2.42 0.60
H -0.37 4.47 1.65
H 1.97 5.43 0.84
H 2.84 4.80 -1.15
H 2.27 2.53 -2.17
*
```

Mulliken atomic charge list, values in e, 6 entries: number 1, Ru, carries 0.052; number 2, C, carries -1.023; number 3, C, carries -0.172; number 4, N, carries 0.413; number 5, C, carries 0.001; number 6, C, carries 0.712

Record 3
Here is C11H10O2 in the gas phase at a distorted geometry from OMol25. Energies are from ωB97M-V/def2-TZVPD.

Results
* orbital gap (alpha / beta): 6.248 / 6.246 eV
* energy above the lowest of the compared OMol25 structures with the same formula, charge and spin: 91.5 kcal/mol

Structure (ORCA input):
```
! wB97M-V def2-TZVPD RIJCOSX def2/J DEFGRID3
* xyz 0 1
C -3.22 -0.68 -0.22
C -3.21 0.70 -0.11
C -2.08 -1.44 -0.08
C -2.03 1.35 0.07
C -0.81 -0.82 0.15
C -0.81 0.64 0.22
C 0.36 -1.59 0.14
C 3.43 -0.18 -1.28
C 2.17 0.10 -0.86
C 0.46 1.15 0.76
C 1.66 0.38 0.48
O 0.66 -2.73 0.16
O 2.43 0.25 1.60
H -4.10 -1.12 -0.45
H -4.00 1.40 -0.08
H -2.27 -2.44 -0.19
H -2.09 2.50 0.15
H 3.74 -0.63 -2.15
H 4.21 0.14 -0.60
H 1.39 -0.07 -1.51
H 0.47 2.18 0.44
H 0.47 1.11 1.96
H 3.19 -0.22 1.40
*
```

Mulliken atomic charge list, values in e, 6 entries: number 1, C, carries -0.620; number 2, C, carries -0.448; number 3, C, carries -0.837; number 4, C, carries -0.667; number 5, C, carries 0.457; number 6, C, carries 0.615

What did the first record say?
Here is a molecular structure, C21H18FeN9SSe at a distorted geometry from OMol25. Energies are from ωB97M-V/def2-TZVPD.

Results
* orbital gap (alpha / beta): 6.338 / 7.558 eV
* energy above the lowest of the compared OMol25 structures with the same formula, charge and spin: 12.8 kcal/mol

Structure (ORCA input):
```
! wB97M-V def2-TZVPD RIJCOSX def2/J DEFGRID3
* xyz 2 2
Fe 0.03 -0.27 0.42
N 0.02 -0.38 -4.02
C -0.25 -0.15 -2.73
S -0.73 -1.44 -1.68
N -0.19 1.10 -2.27
N -0.64 1.03 -0.98
C -1.46 1.90 -0.53
C -2.05 1.55 0.77
C -2.96 2.33 1.45
C -3.55 1.80 2.59
C -3.22 0.52 2.99
C -2.27 -0.19 2.26
N -1.69 0.31 1.18
H -0.10 -1.29 -4.43
H 0.13 0.41 -4.63
H -1.81 2.73 -1.14
H -3.22 3.31 1.08
H -4.27 2.38 3.15
H -3.68 0.05 3.85
H -1.99 -1.19 2.55
N 0.47 -1.98 1.49
C 1.20 -2.89 0.65
C 1.16 -4.25 0.69
C 1.97 -4.99 -0.20
C 2.79 -4.36 -1.09
C 2.81 -2.95 -1.17
C 3.59 -2.20 -2.08
C 3.48 -0.84 -2.09
C 2.57 -0.21 -1.22
N 1.83 -0.86 -0.34
C 1.99 -2.22 -0.30
H -0.13 -2.46 2.15
H 1.15 -1.47 2.06
H 0.54 -4.77 1.42
H 1.95 -6.07 -0.16
H 3.42 -4.93 -1.76
H 4.26 -2.71 -2.77
H 4.06 -0.23 -2.77
H 2.44 0.86 -1.27
Se 2.15 3.39 0.28
N 2.10 4.03 1.95
C 1.57 3.09 2.70
C 1.30 3.19 4.11
C 0.73 2.11 4.69
C 0.44 0.93 3.93
N 0.68 0.77 2.66
C 1.22 1.87 2.03
N 1.42 1.82 0.74
H 1.55 4.09 4.65
H 0.50 2.10 5.75
H 0.02 0.08 4.46
*
```

Mulliken atomic charge list, values in e, 6 entries: number 1, Fe, carries -0.243; number 2, N, carries -0.350; number 3, C, carries 0.619; number 4, S, carries -0.182; number 5, N, carries -1.601; number 6, N, carries 1.213